Record 1
C20H29FNO8 | ωB97M-V with the def2-TZVPD basis set

```
! RIJCOSX wB97M-V def2-TZVPD def2/J DEFGRID3
* xyz -1 1
C 7.69 0.94 2.28
O 7.49 1.48 1.00
C 6.45 0.81 0.28
C 5.20 1.71 0.16
C 3.87 0.90 0.26
C 2.86 1.73 1.06
C 1.44 1.21 1.06
C 1.08 -0.11 1.25
C 2.16 -1.18 1.50
O 2.57 -1.83 0.50
O 2.54 -1.30 2.67
C -0.23 -0.54 1.28
C -1.22 0.37 1.10
C -0.87 1.72 0.91
C 0.42 2.13 0.88
F 0.68 3.43 0.69
C -2.16 2.47 0.78
O -2.43 3.55 0.34
N -3.16 1.59 1.37
O -2.92 1.83 2.76
C -2.72 0.22 1.07
O -3.42 -0.72 0.81
H 8.38 0.08 2.21
H 8.17 1.68 2.92
H 6.76 0.59 2.76
H 6.20 -0.14 0.77
H 6.86 0.58 -0.71
H 5.24 2.37 1.04
H 5.23 2.31 -0.75
H 4.14 -0.01 0.80
H 3.50 0.58 -0.71
H 2.83 2.73 0.59
H 3.16 1.90 2.10
H -0.49 -1.58 1.46
H -3.76 2.09 3.15
C -5.69 1.29 -1.98
C -4.73 1.82 -3.04
C -3.44 1.02 -3.08
O -4.41 3.17 -2.77
H -5.24 1.36 -0.98
H -6.60 1.89 -1.96
H -5.96 0.25 -2.17
H -5.22 1.78 -4.02
H -2.93 1.10 -2.12
H -2.76 1.42 -3.84
H -3.62 -0.04 -3.30
H -3.97 3.18 -1.91
C -3.12 -5.08 -0.09
C -2.36 -3.82 -0.47
C -1.75 -3.94 -1.86
O -1.33 -3.57 0.48
H -2.45 -5.95 -0.08
H -3.54 -4.99 0.91
H -3.93 -5.28 -0.79
H -3.03 -2.96 -0.44
H -1.04 -4.77 -1.90
H -1.20 -3.03 -2.12
H -2.52 -4.11 -2.62
H -0.72 -4.32 0.47
*
```

Kohn-Sham gap = 7.5 eV
E_HOMO = -0.18739 Ha
E_tot = -1536.02690 a.u.


Record 2
H28O18S | ωB97M-V with the def2-TZVPD basis set

```
! RIJCOSX wB97M-V def2-TZVPD def2/J DEFGRID3
* xyz -2 1
S 4.09 1.03 10.25
O 4.94 1.55 11.37
O 3.22 2.03 9.87
O 4.93 0.58 9.17
O 3.40 -0.15 10.72
O 1.07 2.72 11.26
H 1.32 2.88 12.28
H 1.67 2.28 10.70
O 1.32 1.32 8.24
H 1.25 0.45 8.67
H 1.99 1.65 8.85
O 6.28 -0.02 13.19
H 5.46 -0.28 13.76
H 5.92 0.66 12.53
O 6.31 -2.01 12.26
H 6.46 -1.10 12.92
H 5.42 -1.70 11.82
O 3.97 -2.05 10.58
H 4.28 -1.91 9.54
H 3.65 -1.11 10.52
O 3.08 4.51 9.01
H 3.26 3.53 9.33
H 2.28 4.90 9.40
O 2.52 -0.74 13.24
H 1.72 -0.31 13.11
H 3.04 -0.32 12.63
O 4.59 3.07 13.22
H 5.02 2.69 14.06
H 4.78 2.26 12.50
O 4.87 1.67 6.85
H 5.73 1.67 6.53
H 4.91 1.13 7.59
O 1.20 -0.65 9.70
H 2.04 -0.28 10.08
H 1.31 -1.52 9.36
O 5.56 -1.12 7.99
H 6.25 -1.59 8.49
H 5.36 -0.33 8.44
O 7.57 -1.18 9.91
H 7.02 -1.30 10.63
H 7.66 -0.23 10.06
O 7.19 3.12 11.40
H 6.48 2.55 11.47
H 6.86 4.01 11.27
O 7.37 1.22 9.28
H 7.50 1.86 9.91
H 6.52 0.96 9.21
*
```

Kohn-Sham gap = 8.5 eV
E_HOMO = -0.13588 Ha
ΔE to the lowest compared entry with this formula, charge and spin = 10.511 eV
E_tot = -1769.15223 a.u.


Record 3
C10H10ClNO2Pd | ωB97M-V with the def2-TZVPD basis set

```
! RIJCOSX wB97M-V def2-TZVPD def2/J DEFGRID3
* xyz 2 5
Cl 2.46 -2.44 1.48
C 0.14 -0.49 -2.22
C -1.24 -0.32 -1.90
C -1.62 -1.31 -0.95
H -1.91 0.43 -2.33
C -0.45 -2.17 -0.68
C 0.66 -1.61 -1.49
H 1.65 -2.10 -1.47
H 0.71 0.10 -2.95
H -2.61 -1.55 -0.52
C -0.40 -3.41 0.14
Pd 0.19 -0.69 0.60
C -1.39 -0.02 1.60
O -1.90 0.74 2.30
C 2.11 -0.35 0.91
O 3.02 0.34 1.18
H -1.16 -3.31 0.95
H 0.64 -3.46 0.57
H -0.60 -4.31 -0.47
C 0.32 4.72 1.12
C 0.17 3.36 0.52
N 0.13 2.40 -0.16
H -0.64 5.30 1.09
H 1.04 5.34 0.51
H 0.68 4.81 2.17
*
```

<S²> = 6.016
Kohn-Sham gap (alpha / beta) = 9.1 / 5.8 eV
E_HOMO (alpha / beta) = -0.63146 / -0.66735 Ha
E_tot = -1179.47258 a.u.


Record 4
C47H58NO4SV | ωB97M-V with the def2-TZVPD basis set

```
! RIJCOSX wB97M-V def2-TZVPD def2/J DEFGRID3
* xyz 0 3
V -0.03 -2.87 -0.37
C 2.94 -3.95 -0.39
O 2.08 -2.79 -0.48
C 2.62 -1.54 -0.11
C 2.83 -0.62 -1.14
C 2.60 -0.95 -2.60
C 1.25 -0.64 -3.22
C 1.23 -0.21 -4.54
C 0.05 0.03 -5.24
C -1.14 -0.18 -4.55
C -1.17 -0.62 -3.23
C -2.54 -0.93 -2.63
C -2.82 -0.64 -1.17
C -3.32 0.61 -0.81
C -3.64 0.93 0.50
C -3.44 -0.05 1.47
C -2.91 -1.30 1.18
C -2.55 -2.24 2.32
C -1.24 -1.80 2.94
C -1.24 -0.84 3.95
C -0.07 -0.32 4.49
C 1.13 -0.81 3.97
C 1.17 -1.76 2.96
C 2.50 -2.18 2.36
C 2.86 -1.25 1.21
C 3.36 0.02 1.51
C 3.59 0.98 0.53
C 3.31 0.62 -0.79
C 4.10 2.38 0.85
C 4.33 2.59 2.34
C 3.06 3.41 0.37
C 5.42 2.61 0.11
C -0.02 -2.28 2.45
O 0.02 -3.24 1.49
C -0.05 0.75 5.58
C -1.46 1.18 5.99
C 0.68 0.22 6.82
C 0.69 1.99 5.05
C -2.65 -1.57 -0.16
O -2.11 -2.82 -0.51
C -2.98 -3.98 -0.48
C -4.18 2.30 0.91
C -4.38 3.22 -0.29
C -5.53 2.14 1.63
C -3.18 2.96 1.87
C 0.04 -0.85 -2.58
O 0.02 -1.35 -1.31
C 0.10 0.48 -6.70
C 0.92 1.77 -6.81
C -1.29 0.73 -7.27
C 0.78 -0.62 -7.54
H 3.96 -3.61 -0.18
H 2.89 -4.47 -1.34
H 2.58 -4.60 0.41
H 2.86 -2.00 -2.78
H 3.34 -0.37 -3.16
H 2.18 -0.05 -5.04
H -2.09 -0.01 -5.05
H -2.80 -1.97 -2.84
H -3.26 -0.33 -3.20
H -3.45 1.34 -1.60
H -3.66 0.18 2.51
H -2.48 -3.27 1.98
H -3.33 -2.19 3.08
H -2.20 -0.49 4.32
H 2.07 -0.43 4.35
H 2.45 -3.21 2.05
H 3.27 -2.09 3.13
H 3.55 0.25 2.55
H 3.47 1.35 -1.58
H 3.41 2.47 2.91
H 4.70 3.60 2.51
H 5.08 1.89 2.74
H 2.10 3.23 0.85
H 2.92 3.37 -0.71
H 3.39 4.42 0.63
H 6.18 1.90 0.42
H 5.80 3.62 0.31
H 5.30 2.52 -0.97
H -2.03 0.34 6.40
H -2.02 1.59 5.15
H -1.39 1.95 6.76
H 0.18 -0.66 7.22
H 0.71 0.98 7.60
H 1.71 -0.06 6.59
H 0.22 2.37 4.14
H 1.73 1.76 4.81
H 0.69 2.78 5.80
H -3.99 -3.63 -0.30
H -2.65 -4.64 0.32
H -2.89 -4.48 -1.44
H -5.09 2.80 -1.01
H -3.44 3.41 -0.81
H -4.77 4.18 0.04
H -6.26 1.66 0.97
H -5.92 3.12 1.92
H -5.43 1.53 2.53
H -2.20 3.07 1.39
H -3.05 2.38 2.78
H -3.53 3.96 2.15
H 0.47 2.57 -6.22
H 0.96 2.11 -7.86
H 1.94 1.63 -6.47
H -1.82 1.51 -6.71
H -1.91 -0.17 -7.26
H -1.21 1.07 -8.31
H 1.80 -0.79 -7.21
H 0.81 -0.33 -8.59
H 0.23 -1.56 -7.45
S 0.09 -7.51 -1.37
C 0.06 -5.93 -1.03
N 0.02 -4.78 -0.78
*
```

<S²> = 2.011
Kohn-Sham gap (alpha / beta) = 8.0 / 8.4 eV
E_HOMO (alpha / beta) = -0.28843 / -0.29466 Ha
ΔE to the lowest compared entry with this formula, charge and spin = 0.000 eV
E_tot = -3523.81110 a.u.